The following is a DFT calculation (the ωB97M-V functional and the def2-TZVPD basis) of a cluster of 3 separate species, C31H63BI3NO10P3 in total.

* LUMO energy: -3.50 eV
* HOMO: -10.76 eV
* charge: +1

```
112
Properties=species:S:1:pos:R:3:forces:R:3
C 8.75361 4.10496 2.19394 0.85 -0.22 -0.18
O 9.21583 3.17958 1.15661 -2.09 0.87 0.64
C 8.01048 2.65106 0.55283 0.99 -1.08 -0.59
C 8.41850 1.25932 -0.13527 -1.90 0.65 -0.05
C 7.12838 0.31441 -0.09280 0.46 -0.74 -0.35
C 7.47260 -1.19767 0.35141 -1.75 0.22 -1.40
C 6.14788 -2.07726 0.02492 0.64 -0.37 0.38
C 5.35630 -2.51154 1.33626 -0.66 0.15 0.47
C 4.05894 -1.64558 1.65190 0.33 0.90 -1.21
C 2.99819 -1.73504 0.44476 0.34 -0.42 0.27
C 1.92417 -2.90536 0.65913 -0.14 0.84 0.12
C 0.49601 -2.29315 1.02840 -0.02 -0.15 0.67
C -0.74491 -3.07296 0.42278 0.63 0.02 0.48
C -2.13655 -2.32731 0.48468 -1.31 -0.13 -0.22
C -2.61773 -1.69031 1.90078 1.71 -4.24 0.10
N -3.18796 -0.27255 1.78450 1.74 -2.71 -1.54
C -1.92268 0.47840 2.06107 2.41 3.10 0.93
C -1.51078 0.64316 3.59982 1.01 -0.26 -0.78
C -0.56013 1.92914 3.74600 -0.50 -0.66 0.07
I 0.02851 1.95639 5.87274 -0.20 0.18 -1.01
C -4.46931 -0.10183 2.48962 -2.44 3.19 2.71
I -5.95028 -1.72235 2.76619 1.54 0.54 -0.65
C -4.97484 1.10130 3.04584 0.18 -2.03 -0.55
C -6.38201 1.18314 3.80914 0.40 0.04 -0.02
I -3.99142 2.99733 2.92344 -0.67 -0.73 0.12
C -3.48774 -0.25993 0.26585 -2.43 -1.11 -2.13
P -4.07790 1.31262 -0.59344 -0.89 -1.47 -0.37
P -2.56310 2.82441 -0.85582 1.99 6.23 -0.15
O -2.81381 4.14612 -0.09446 -0.02 -3.26 -1.23
O -0.96928 2.38979 -0.58952 -1.87 -0.30 -0.70
O -2.64230 3.27665 -2.50354 0.14 -1.40 2.20
C -2.59130 -1.25806 -0.62717 0.99 -0.94 2.03
B -1.54604 -0.63665 -1.68585 1.25 1.67 -1.61
O -0.11435 -0.84456 -1.68709 -2.43 -0.99 -0.07
O -2.04149 0.17442 -2.77059 1.62 -1.54 2.26
C -0.98263 0.55304 -3.68646 0.16 1.07 -1.87
P -3.64214 -2.37404 -1.81877 -2.04 1.32 -2.94
O -2.65338 -3.69048 -2.27130 -1.28 0.48 1.98
O -5.03528 -2.95291 -1.02780 2.64 -0.81 0.37
H 7.77655 4.56407 1.85546 1.11 -0.27 0.66
H 8.64219 3.49927 3.14824 -0.13 0.94 -0.96
H 9.55254 4.89535 2.32571 -1.01 -0.87 -0.08
H 7.61670 3.37772 -0.22768 0.41 -0.73 0.81
H 7.17569 2.51391 1.32095 1.21 -0.04 -0.77
H 8.62529 1.47794 -1.23124 0.19 -0.41 1.45
H 9.29427 0.75517 0.36463 -0.92 0.85 -0.45
H 6.28975 0.70311 0.57266 1.17 -0.33 -0.64
H 6.68472 0.29433 -1.14700 0.53 -0.19 1.40
H 7.70978 -1.27046 1.45131 0.12 0.12 -1.30
H 8.27420 -1.59639 -0.33640 -0.47 0.56 1.14
H 5.55046 -1.46272 -0.70993 0.29 -0.85 0.94
H 6.41497 -3.04435 -0.52307 -0.15 1.37 0.68
H 6.04365 -2.41074 2.24365 -0.80 -0.43 -1.23
H 5.00945 -3.59340 1.23781 0.60 1.26 0.22
H 4.37536 -0.54658 1.70548 -0.28 -1.39 0.03
H 3.58252 -1.86845 2.66042 0.55 -0.03 -1.27
H 2.54702 -0.70252 0.34842 0.01 -1.26 0.02
H 3.50052 -1.95294 -0.55369 -0.32 0.39 1.47
H 1.85848 -3.53546 -0.28816 0.04 0.69 1.28
H 2.28221 -3.52822 1.53630 -0.43 0.39 -1.25
H 0.51826 -1.19839 0.75190 -0.27 -1.24 0.01
H 0.38261 -2.33200 2.16948 0.21 0.14 -1.39
H -0.85744 -4.03992 1.02545 0.09 1.22 -0.78
H -0.52776 -3.42329 -0.64103 -0.46 0.65 1.31
H -2.87348 -3.19792 0.34866 0.92 1.05 0.31
H -1.69001 -1.83700 2.52604 -1.23 1.25 -0.15
H -3.27087 -2.51689 2.28694 -0.23 1.73 -0.07
H -1.88526 1.53045 1.61521 -0.82 -1.55 0.42
H -1.03187 -0.02925 1.55574 -1.69 0.29 0.39
H -0.84413 -0.25276 3.84257 -1.13 1.12 0.06
H -2.39740 0.68301 4.29437 1.03 0.02 -0.75
H -1.08171 2.89793 3.50602 0.59 -1.13 0.38
H 0.39262 1.84266 3.14658 -1.13 -0.02 0.69
H -7.24564 0.92432 3.11184 1.24 0.18 0.88
H -6.37157 0.48384 4.71209 -0.03 0.77 -1.36
H -6.58717 2.21379 4.21702 0.55 -1.01 -0.64
H -4.47274 -0.86019 0.27191 0.96 1.11 0.03
H -5.01131 1.88274 0.35706 1.10 -0.10 -0.31
H -0.39611 3.18121 -0.68884 -0.56 -0.38 0.02
H -3.03457 4.16957 -2.56484 0.21 -0.44 0.38
H 0.01334 -1.70324 -2.14838 0.41 0.60 0.46
H -1.45308 1.16630 -4.52414 0.33 -0.83 1.23
H -0.51752 -0.35069 -4.20205 -0.49 1.12 0.96
H -0.19902 1.23079 -3.22100 -0.95 -1.16 -0.32
H -3.13844 -4.52491 -2.08480 0.60 0.42 -0.26
H -4.83141 -3.79943 -0.56616 -0.53 0.57 0.08
C -8.68465 4.65035 -0.66446 -0.17 0.20 -0.32
C -9.23579 3.73127 0.40562 -0.02 0.01 0.41
C -8.80486 2.36678 -0.09841 -0.09 -0.22 -0.23
O -7.57979 2.55918 -0.81998 -0.04 0.13 0.19
C -7.38054 3.96617 -1.02605 0.32 -0.01 0.04
H -8.54660 5.67955 -0.33137 0.02 -0.07 -0.03
H -9.35542 4.65742 -1.52897 0.06 0.04 0.05
H -8.75200 3.94607 1.36421 -0.06 -0.01 -0.03
H -10.31463 3.81297 0.54261 0.07 -0.03 -0.02
H -9.54090 1.94843 -0.79236 -0.04 -0.03 0.09
H -8.64473 1.65107 0.71203 0.07 -0.03 -0.08
H -6.56633 4.29038 -0.36742 0.02 0.11 -0.04
H -7.08376 4.14707 -2.06107 0.01 -0.13 0.03
C 2.95869 -2.12775 -4.85221 0.10 0.32 -0.20
C 3.32262 -3.59540 -4.93632 -0.22 -0.33 -0.08
C 4.23990 -3.76080 -3.73999 0.35 -0.05 0.09
O 3.80312 -2.81795 -2.74966 -0.23 0.07 -0.28
C 2.87349 -1.91016 -3.35352 0.05 -0.04 0.23
H 2.03392 -1.87364 -5.37250 0.04 0.00 0.03
H 3.76588 -1.52026 -5.27268 -0.09 0.00 0.03
H 2.42482 -4.20838 -4.80682 0.07 -0.01 -0.04
H 3.79525 -3.87823 -5.87750 -0.01 0.01 0.08
H 5.27660 -3.52104 -3.99748 -0.01 -0.08 -0.03
H 4.20941 -4.76990 -3.32405 0.01 0.10 0.09
H 1.87346 -2.15177 -2.97344 -0.05 0.05 -0.04
H 3.11814 -0.88647 -3.06247 -0.01 -0.07 0.11
```
Positions in Å, forces in eV/Å.